1.
Density functional theory data (wB97M-V/def2-TZVPD) for C25H45ClNO2PSn as an isolated structure.

The geometry in ORCA input format:
```
! wB97M-V def2-TZVPD RIJCOSX def2/J DEFGRID3
* xyz 0 1
Sn 1.108 -1.281 2.170
P -0.490 -0.542 0.105
Cl -0.410 0.151 3.684
C 1.176 -3.286 2.127
H 1.518 -3.742 3.075
H 2.069 -3.423 1.483
C -1.148 1.199 -0.339
C -2.022 -1.641 -0.225
C -2.334 1.586 0.550
H -0.299 1.844 -0.044
C -2.707 3.068 0.377
H -3.207 0.963 0.300
H -2.082 1.384 1.602
C -2.848 3.502 -1.087
H -3.654 3.257 0.901
H -1.933 3.679 0.876
C -1.669 3.046 -1.946
H -3.774 3.071 -1.498
H -2.961 4.591 -1.144
C -1.464 1.536 -1.806
H -1.846 3.299 -3.001
H -0.754 3.576 -1.650
H -2.382 1.024 -2.122
H -0.669 1.213 -2.485
C 0.685 -0.889 -1.342
C -3.003 -1.238 -1.346
H -1.587 -2.615 -0.513
C -4.065 -2.322 -1.576
H -3.519 -0.307 -1.074
H -2.488 -1.056 -2.298
C -4.812 -2.710 -0.291
H -4.786 -1.971 -2.327
H -3.579 -3.209 -2.004
C -3.896 -2.929 0.922
H -5.534 -1.918 -0.051
H -5.396 -3.619 -0.475
C -2.810 -1.845 1.079
H -4.502 -2.973 1.836
H -3.397 -3.903 0.826
H -3.286 -0.897 1.375
H -2.124 -2.121 1.893
C 1.616 0.284 -1.691
H 1.302 -1.685 -0.884
C 2.812 -0.243 -2.483
H 1.096 1.059 -2.275
H 1.973 0.793 -0.774
C 2.330 -0.844 -3.803
H 3.528 0.571 -2.661
H 3.333 -1.002 -1.878
C 1.207 -1.874 -3.621
H 1.965 -0.026 -4.438
H 3.175 -1.303 -4.327
C 0.098 -1.433 -2.651
H 0.761 -2.101 -4.596
H 1.636 -2.814 -3.250
H -0.500 -0.652 -3.145
H -0.571 -2.281 -2.462
C 2.912 1.014 1.557
C 2.440 0.268 2.675
H 3.624 0.496 0.843
C 3.511 -0.610 3.404
H 1.762 0.819 3.422
C 4.641 0.342 3.873
H 2.943 -1.092 4.222
H 3.871 -1.450 2.741
C 4.940 1.502 2.859
H 4.232 0.718 4.815
H 5.530 -0.281 4.128
C 3.733 2.199 2.177
H 5.561 2.226 3.391
H 5.562 1.045 2.060
H 3.036 2.650 2.907
H 3.984 2.924 1.377
O 0.621 4.008 2.166
N 0.362 3.852 1.017
O 1.857 1.370 0.766
*
```

Output
LUMO energy (spin up / spin down): -0.222 / -2.453 eV
Kohn-Sham gap (spin up / spin down): 6.844 / 4.557 eV
ΔE to the lowest compared entry with this formula, charge and spin: 2.046 eV

Löwdin atomic charge list, values in e, 5 entries: 1.05 1.10 -0.02 -0.18 -0.01

2.
Density functional theory data (wB97M-V/def2-TZVPD) for C25H45InN2OP3Se as an isolated structure.

The geometry in ORCA input format:
```
! wB97M-V def2-TZVPD RIJCOSX def2/J DEFGRID3
* xyz 3 1
In 0.687 0.551 -0.786
P -2.141 1.137 -0.030
P 0.544 0.091 -3.300
P 0.825 2.956 0.300
H 3.000 -1.457 3.088
C 2.789 -0.552 3.669
C 1.565 -0.312 4.166
H 0.693 -0.972 4.000
C -3.464 -0.120 0.183
C -3.114 2.255 -1.124
C -2.493 2.004 1.563
C 2.172 -0.519 -3.886
C -0.685 -1.145 -3.832
C 0.131 1.541 -4.323
C 0.805 2.941 2.134
C -0.279 4.349 -0.165
C 2.480 3.592 -0.119
H 3.624 0.135 3.855
H 1.382 0.595 4.771
H -3.338 -0.652 1.133
H -3.451 -0.821 -0.657
H -4.442 0.375 0.203
H -3.223 1.794 -2.111
H -2.649 3.240 -1.228
H -4.107 2.365 -0.671
H -2.195 1.362 2.402
H -3.579 2.163 1.606
H -1.991 2.971 1.646
H 2.019 -0.812 -4.931
H 2.452 -1.403 -3.292
H 2.989 0.208 -3.848
H -0.412 -1.660 -4.770
H -1.646 -0.636 -3.990
H -0.797 -1.887 -3.034
H 0.155 1.292 -5.398
H 0.856 2.337 -4.118
H -0.873 1.904 -4.068
H 1.474 3.730 2.508
H 1.150 1.967 2.507
H -0.213 3.118 2.506
H 0.196 5.297 0.136
H -1.260 4.268 0.319
H -0.411 4.349 -1.258
H 2.693 4.423 0.564
H 2.469 3.933 -1.162
H 3.242 2.805 -0.028
C 4.830 0.739 -0.852
C 5.589 0.257 -1.935
C 6.931 0.634 -2.023
C 7.491 1.483 -1.056
C 6.725 1.913 0.031
C 5.407 1.460 0.197
O 3.444 0.571 -0.799
H 3.104 0.165 -1.640
H 5.094 -0.329 -2.718
H 7.495 0.292 -2.884
H 8.519 1.798 -1.151
H 7.112 2.636 0.748
H 4.782 1.727 1.055
C -1.912 -2.657 3.009
N -2.519 -3.332 1.863
C -2.053 -3.241 0.573
Se -0.504 -2.373 0.049
N -2.957 -3.954 -0.190
C -3.976 -4.487 0.610
C -5.170 -5.140 0.306
C -6.010 -5.464 1.385
C -5.701 -5.088 2.712
C -4.546 -4.336 2.993
C -3.696 -4.090 1.913
H -2.170 -3.220 3.907
H -2.284 -1.623 3.118
H -0.818 -2.657 2.877
H -2.838 -4.076 -1.204
H -5.407 -5.359 -0.734
H -6.939 -6.012 1.203
H -6.365 -5.384 3.525
H -4.288 -3.954 3.983
*
```

Output
LUMO energy (spin up / spin down): -11.119 / -11.154 eV
Kohn-Sham gap (spin up / spin down): 4.413 / 4.363 eV

Löwdin atomic charge list, values in e, 5 entries: 0.58 0.74 0.74 0.76 0.06

3.
Density functional theory data (wB97M-V/def2-TZVPD) for C25H45LuNP2S as an isolated structure.

The geometry in ORCA input format:
```
! wB97M-V def2-TZVPD RIJCOSX def2/J DEFGRID3
* xyz 1 1
Lu -0.024 0.034 0.669
C -1.702 1.578 0.954
C -2.088 0.645 -0.116
C -2.022 -0.579 1.898
C -1.734 0.842 2.199
C -2.242 -0.719 0.496
C -1.726 3.077 0.817
H -1.394 3.452 -0.173
H -1.118 3.620 1.564
H -2.766 3.448 0.947
C -1.788 1.522 3.506
H -1.438 2.559 3.565
H -0.983 1.053 4.275
H -2.688 1.278 4.072
C -2.155 -1.661 2.925
H -3.222 -1.753 3.179
H -1.651 -1.466 3.887
H -1.805 -2.665 2.619
C -3.071 -1.850 0.002
H -4.126 -1.609 0.240
H -2.866 -2.800 0.526
H -3.048 -2.079 -1.077
C -2.873 1.150 -1.238
H -3.812 1.568 -0.824
H -3.170 0.390 -1.966
H -2.397 1.985 -1.780
C 1.562 0.417 -2.583
C 0.550 1.284 -2.732
C -0.038 1.620 -4.074
C -0.921 0.463 -4.641
C -0.976 -0.770 -3.765
C 0.063 -1.617 -3.677
C 1.366 -1.379 -4.387
C 2.237 -0.258 -3.743
H 0.764 1.851 -4.798
H -0.489 0.174 -5.615
H -0.641 2.548 -3.995
H 2.504 0.478 -4.519
H 1.961 0.060 -1.612
H 0.009 1.789 -1.904
H 3.194 -0.696 -3.400
H 1.927 -2.328 -4.456
H -0.068 -2.621 -3.236
H 1.163 -1.092 -5.432
H -1.936 0.824 -4.887
H -1.967 -1.065 -3.367
P 1.805 1.849 1.465
C 1.400 2.605 3.027
H 2.279 3.214 3.239
H 1.254 1.926 3.871
H 0.526 3.263 2.965
C 3.449 1.237 1.685
H 3.989 2.095 2.104
H 3.922 0.948 0.737
H 3.524 0.393 2.384
C 1.967 3.282 0.453
H 2.450 3.067 -0.504
H 2.619 3.938 1.042
H 1.021 3.806 0.263
P 1.025 -2.426 0.610
C -0.202 -3.658 0.195
H 0.410 -4.483 -0.181
H -0.985 -3.418 -0.527
H -0.710 -4.004 1.114
C 2.635 -2.629 -0.100
H 2.595 -2.795 -1.179
H 3.034 -3.535 0.377
H 3.340 -1.806 0.119
C 1.392 -3.176 2.175
H 1.602 -4.215 1.892
H 0.558 -3.160 2.875
H 2.282 -2.748 2.629
S 0.083 -0.085 5.760
C 0.106 -0.065 4.174
N 0.275 -0.118 2.994
*
```

Output
LUMO energy: -2.727 eV
Kohn-Sham gap: 7.318 eV
ΔE to the lowest compared entry with this formula, charge and spin: 0.000 eV

Löwdin atomic charge list, values in e, 5 entries: 1.33 -0.35 -0.37 -0.29 -0.30

4.
Density functional theory data (wB97M-V/def2-TZVPD) for C25H45N2O2PPtS2Si4Te as an isolated structure.

The geometry in ORCA input format:
```
! wB97M-V def2-TZVPD RIJCOSX def2/J DEFGRID3
* xyz -1 2
Pt 0.368 0.513 0.818
C -4.106 0.972 1.543
C -2.791 1.108 1.079
N -1.796 0.370 1.536
C -2.045 -0.557 2.480
C -3.321 -0.747 3.021
C -4.369 0.050 2.524
C -3.509 -1.743 4.044
C -2.474 -2.500 4.475
C -1.154 -2.337 3.923
C -0.052 -3.105 4.343
C 1.173 -2.890 3.766
C 1.290 -1.908 2.772
N 0.267 -1.175 2.367
C -0.941 -1.378 2.928
H -4.885 1.599 1.134
H -2.515 1.849 0.336
H -5.370 -0.075 2.918
H -4.503 -1.869 4.454
H -2.614 -3.249 5.245
H -0.183 -3.853 5.116
H 2.045 -3.456 4.063
H 2.230 -1.704 2.274
C 3.751 -4.045 -0.906
C 2.306 -3.652 -1.131
O 2.252 -2.544 -2.028
P 1.536 -1.177 -1.504
S 2.630 -0.364 -0.053
S -0.373 -1.566 -1.198
O 1.777 -0.262 -2.792
C 1.094 -0.515 -4.023
C 0.599 0.805 -4.568
H 3.813 -4.909 -0.243
H 4.292 -3.214 -0.455
H 4.234 -4.299 -1.850
H 1.824 -3.394 -0.183
H 1.728 -4.466 -1.576
H 0.263 -1.201 -3.846
H 1.807 -0.994 -4.700
H -0.102 1.256 -3.867
H 0.094 0.656 -5.525
H 1.428 1.497 -4.712
C 3.353 1.322 3.222
Si 3.427 3.020 2.410
C 4.521 4.115 3.500
C 4.250 2.849 0.732
Si 1.285 3.917 2.103
Te 0.397 2.999 -0.010
Si -0.132 3.516 3.929
C 0.239 4.714 5.347
C 0.031 1.767 4.611
C -1.930 3.774 3.439
Si 1.383 6.237 1.798
C 2.251 7.200 3.174
C -0.379 6.905 1.680
C 2.277 6.624 0.187
H 4.338 0.848 3.178
H 2.637 0.687 2.699
H 3.053 1.386 4.268
H 5.479 3.625 3.688
H 4.054 4.321 4.464
H 4.724 5.071 3.018
H 5.308 2.600 0.847
H 4.167 3.768 0.151
H 3.761 2.062 0.159
H 1.293 4.682 5.627
H -0.351 4.459 6.231
H 0.001 5.742 5.071
H 0.940 1.659 5.203
H 0.072 1.054 3.788
H -0.822 1.523 5.252
H -2.079 4.739 2.955
H -2.577 3.718 4.318
H -2.229 3.005 2.733
H 1.789 7.023 4.145
H 2.201 8.273 2.967
H 3.302 6.923 3.255
H -0.872 6.885 2.652
H -0.965 6.299 0.990
H -0.378 7.938 1.323
H 3.333 6.355 0.251
H 2.211 7.691 -0.044
H 1.843 6.058 -0.638
*
```

Output
LUMO energy (spin up / spin down): 2.043 / 2.052 eV
Kohn-Sham gap (spin up / spin down): 4.693 / 5.472 eV
ΔE to the lowest compared entry with this formula, charge and spin: 1.226 eV

Löwdin atomic charge list, values in e, 5 entries: 0.16 -0.04 -0.15 0.00 -0.16

5.
Density functional theory data (wB97M-V/def2-TZVPD) for C25H45NP2SeYb as an isolated structure.

The geometry in ORCA input format:
```
! wB97M-V def2-TZVPD RIJCOSX def2/J DEFGRID3
* xyz 1 2
Yb 0.017 -0.666 0.214
C 2.273 -0.998 0.188
C 1.999 0.319 0.770
C 1.071 -1.278 2.239
C 1.738 -1.998 1.127
C 1.213 0.122 2.037
C 3.272 -1.257 -0.903
H 3.295 -0.478 -1.696
H 3.141 -2.221 -1.436
H 4.310 -1.288 -0.487
C 2.208 -3.392 1.107
H 2.622 -3.790 0.194
H 1.215 -4.134 1.202
H 2.732 -3.700 1.991
C 0.495 -1.954 3.440
H 1.253 -1.971 4.254
H 0.208 -3.012 3.297
H -0.403 -1.465 3.869
C 1.161 1.039 3.218
H 2.121 0.948 3.775
H 0.385 0.759 3.961
H 1.035 2.132 3.060
C 2.959 1.390 0.542
H 3.947 1.073 0.953
H 2.753 2.345 1.051
H 3.176 1.611 -0.527
C -0.862 2.071 -2.071
C 0.484 2.175 -2.120
C 1.187 3.452 -2.433
C 1.133 4.438 -1.240
C 0.366 3.922 -0.058
C -0.981 3.873 -0.055
C -1.807 4.260 -1.235
C -1.777 3.210 -2.371
H 0.743 3.922 -3.326
H 0.652 5.365 -1.598
H 2.240 3.243 -2.721
H -1.492 3.696 -3.316
H -1.425 1.177 -1.756
H 1.197 1.361 -1.896
H -2.800 2.821 -2.551
H -2.841 4.495 -0.921
H -1.530 3.774 0.898
H -1.446 5.218 -1.642
H 2.141 4.791 -0.957
H 0.903 3.837 0.909
P -0.230 -2.155 -1.913
C 0.506 -3.786 -1.773
H 0.228 -4.324 -2.686
H 0.168 -4.405 -0.928
H 1.608 -3.758 -1.740
C -1.884 -2.544 -2.473
H -1.774 -3.266 -3.300
H -2.423 -1.665 -2.869
H -2.523 -3.008 -1.702
C 0.578 -1.646 -3.416
H 0.106 -0.772 -3.890
H 0.490 -2.488 -4.123
H 1.656 -1.427 -3.297
P -2.281 -0.136 1.268
C -2.195 0.791 2.810
H -3.183 1.262 2.926
H -1.428 1.563 2.924
H -2.052 0.117 3.686
C -3.685 0.284 0.251
H -3.763 1.360 0.052
H -4.604 0.013 0.800
H -3.731 -0.257 -0.720
C -3.147 -1.463 2.108
H -3.988 -0.988 2.657
H -2.545 -1.998 2.850
H -3.593 -2.183 1.419
Se -0.238 -5.625 1.891
C -0.154 -3.956 1.314
N -0.201 -2.774 0.891
*
```

Output
LUMO energy (spin up / spin down): -3.058 / -3.063 eV
Kohn-Sham gap (spin up / spin down): 6.675 / 6.674 eV

Löwdin atomic charge list, values in e, 5 entries: 1.23 -0.33 -0.36 -0.30 -0.31

6.
Density functional theory data (wB97M-V/def2-TZVPD) for an isolated molecule of C25H46BNO6S3.

The geometry in ORCA input format:
```
! wB97M-V def2-TZVPD RIJCOSX def2/J DEFGRID3
* xyz 0 1
C 1.119 -1.914 3.548
C 0.422 -0.788 3.419
C -0.639 -0.587 2.361
C -0.069 -0.623 0.938
O -0.990 -0.362 -0.127
C -2.192 0.388 -0.018
S -2.755 0.512 -1.790
C -2.036 1.826 0.475
C -3.336 2.662 0.470
C -3.251 3.896 -0.448
C -2.789 5.157 0.284
C -2.625 6.346 -0.685
C -3.339 -0.382 0.661
C -3.318 -1.881 0.327
C -4.717 -2.516 0.430
C -5.541 -2.294 -0.818
O -5.632 -1.242 -1.383
O -6.198 -3.410 -1.284
C -7.502 -3.574 -0.704
C -8.608 -3.325 -1.730
C 1.242 0.158 0.630
S 1.369 1.794 1.400
O 2.313 -0.733 1.015
C 3.610 -0.288 0.755
C 4.321 -1.154 -0.287
C 5.834 -1.284 -0.114
C 6.515 -1.535 -1.464
C 8.000 -1.828 -1.325
O 8.696 -0.598 -1.158
C 9.940 -0.573 -1.815
N 4.343 -0.393 2.060
C 4.793 0.585 2.599
S 5.466 1.811 3.306
B 1.241 0.318 -0.991
C 1.196 1.671 -1.777
O 1.363 -0.832 -1.709
H 0.695 -2.876 3.275
H 2.137 -1.881 3.915
H 0.589 0.018 4.127
H -1.222 0.304 2.581
H -1.336 -1.430 2.443
H 0.244 -1.663 0.799
H -1.541 0.733 -2.311
H -1.595 1.880 1.470
H -1.335 2.329 -0.192
H -3.543 3.022 1.480
H -4.197 2.077 0.154
H -2.604 3.687 -1.302
H -4.253 4.075 -0.852
H -3.524 5.408 1.048
H -1.825 4.926 0.745
H -2.821 6.016 -1.709
H -1.610 6.740 -0.682
H -3.345 7.136 -0.482
H -4.294 0.004 0.315
H -3.233 -0.278 1.743
H -2.643 -2.427 0.986
H -2.951 -2.015 -0.692
H -5.249 -2.066 1.273
H -4.616 -3.588 0.585
H -7.627 -2.898 0.145
H -7.583 -4.582 -0.297
H -9.087 -2.358 -1.594
H -8.178 -3.356 -2.729
H -9.358 -4.113 -1.675
H 0.647 1.615 2.510
H 3.656 0.764 0.464
H 4.138 -0.673 -1.254
H 3.829 -2.128 -0.326
H 6.048 -2.129 0.541
H 6.269 -0.375 0.302
H 6.006 -2.313 -2.037
H 6.445 -0.610 -2.044
H 8.378 -2.336 -2.218
H 8.195 -2.455 -0.448
H 9.826 -0.703 -2.897
H 10.387 0.403 -1.637
H 10.614 -1.344 -1.424
H 1.919 2.398 -1.396
H 0.214 2.148 -1.776
H 1.459 1.484 -2.821
H 1.630 -1.576 -1.156
*
```

Output
SMILES: C=CC[C@@H](O[C@](S)(CCCCC)CCCC(=O)OCC)[C@@](S)(O[C@H](CCCCOC)N=C=S)B(C)O
LUMO energy: 0.494 eV
Kohn-Sham gap: 9.403 eV

Löwdin atomic charge list, values in e, 5 entries: 0.02 -0.18 -0.15 -0.26 -0.13

no.,molar mass (g/mol)
1,576.78
2,676.35
3,628.62
4,935.78
5,673.59
6,563.66